21
Properties=species:S:1:pos:R:3 method="wB97M-V/def2-TZVPD" homo_energy_ev="-12.96 / -13.15" de_lowest_ev=0.047 molar_mass_da=234.5 charge=+1 lumo_energy_ev="-4.88 / -6.20" gap_ev="8.08 / 6.95"
C -0.584 2.728 0.574
C -0.401 1.554 -1.657
C 0.183 -2.352 -0.796
C 0.636 -2.179 1.684
N -0.991 1.753 -0.304
N -0.254 -2.033 0.561
P -1.222 0.246 0.458
Cl -1.803 0.471 2.324
Br -2.946 -0.501 -0.525
H -1.562 3.145 0.930
H 0.077 2.376 1.457
H -0.209 3.641 -0.002
H -1.112 0.919 -2.157
H -0.394 2.521 -2.069
H 0.528 1.086 -1.733
H 1.213 -2.396 -0.986
H -0.187 -3.446 -0.840
H -0.268 -1.774 -1.564
H 1.652 -1.995 1.369
H 0.265 -1.637 2.634
H 0.628 -3.167 1.840